No. 1
Entry from the OMol25 dataset: a cluster of 2 separate species, C4H10NO in total (ωB97M-V/def2-TZVPD).

Computed properties:
highest occupied orbital energy = -16.0 eV
ΔE to the lowest compared entry with this formula, charge and spin = 70.1 kcal per mole
orbital gap = 11.73 eV
electronic energy = -7838.277 eV
net charge = +1

```
16
Properties=species:S:1:pos:R:3:forces:R:3
C -1.28283 -0.02857 -0.13492 0.6 1.5 2.5
C 0.11514 0.18166 -0.50858 -0.5 0.6 1.6
C -2.01909 1.03257 0.77609 -0.9 -1.4 -3.2
C 1.03320 0.87013 -1.38005 -3.1 0.7 -2.9
N 0.00572 -0.48401 0.56929 -0.4 -1.4 -0.5
O 1.99303 -1.93355 0.96472 -1.6 1.0 0.0
H -1.84939 -0.79081 -0.62263 -0.3 -0.4 -0.3
H -3.03257 1.01928 0.27193 0.7 0.3 1.5
H -1.63883 2.04126 0.70567 0.4 0.1 -0.1
H -1.94149 0.64790 1.77521 -0.6 0.0 0.5
H 0.89654 0.31204 -2.35231 0.5 0.5 0.6
H 1.97211 0.79126 -1.02686 3.4 -0.1 0.9
H 0.76434 1.95259 -1.67464 0.1 -1.7 0.9
H 2.77727 -2.30846 1.33280 0.9 -0.7 -0.4
H 0.41947 -1.23348 1.27524 -0.1 1.9 -1.6
H 1.78736 -2.06981 0.02905 1.1 -0.7 0.4
```
Forces are in eV/Å.

=====

No. 2
Entry from the OMol25 dataset: a structure of composition C4H10NO (ωB97M-V/def2-TZVPD).

Computed properties:
highest occupied orbital energy = -14.6 eV
ΔE to the lowest compared entry with this formula, charge and spin = 89.3 kcal per mole
orbital gap = 10.52 eV
electronic energy = -7837.444 eV
net charge = +1

```
16
Properties=species:S:1:pos:R:3:forces:R:3
C 1.25734 -0.81821 0.64495 -2.1 -0.9 -1.2
C 0.55363 0.42858 0.02463 0.3 0.1 -1.3
C -0.78794 -0.22948 -0.24280 4.6 -3.7 3.1
C 0.34060 1.46503 1.06008 -1.1 -0.1 1.6
N -1.13116 -0.62213 -1.55520 -1.7 -2.5 -2.8
O -0.04537 -1.64229 0.57555 -1.5 3.9 -1.9
H 1.90155 -1.38881 -0.09046 0.1 1.0 1.6
H 1.52739 -0.67285 1.74157 0.2 -0.4 -1.7
H 0.93108 0.83193 -0.94093 0.4 -0.2 0.7
H -1.60563 0.17024 0.26503 -1.4 0.2 0.9
H -0.31827 0.94204 1.84319 0.5 1.4 -0.9
H 0.08963 2.50135 0.78997 -0.6 -0.7 -0.2
H 1.24871 1.55297 1.56112 1.7 0.4 1.0
H -1.49514 -1.59545 -1.52176 0.7 -0.2 0.4
H -0.40136 -0.68645 -2.33939 -1.1 0.8 1.4
H -2.06507 -0.23649 -1.81554 1.1 0.8 -0.6
```
Forces are in eV/Å.

=====

No. 3
Entry from the OMol25 dataset: a cluster of 2 separate species, C4H10NO in total (ωB97M-V/def2-TZVPD).

Computed properties:
highest occupied orbital energy = -12.8 eV
ΔE to the lowest compared entry with this formula, charge and spin = 84.2 kcal per mole
orbital gap = 8.56 eV
electronic energy = -7837.664 eV
net charge = +1

```
16
Properties=species:S:1:pos:R:3:forces:R:3
C -0.09430 -1.34105 -0.96606 -1.4 -0.3 -0.9
C 1.19962 -1.44097 -1.57996 2.5 0.5 0.1
C -0.22774 1.94320 0.49458 2.9 -0.1 -2.3
C -0.23080 0.70128 1.27115 -1.3 0.8 -2.0
N -0.66034 0.57934 2.44981 0.4 1.8 2.5
O -0.87615 -1.91666 -1.82486 -3.2 0.2 -0.3
H 1.53487 -2.33003 -2.11133 -0.6 -0.4 0.0
H 1.25162 -0.65044 -2.35166 -0.1 0.0 0.4
H 1.93627 -1.23483 -0.82330 0.7 0.3 0.1
H 0.91067 2.28063 0.44867 -2.2 -0.4 0.1
H -0.89731 2.77022 0.66935 0.0 0.1 0.8
H -0.41858 1.61257 -0.57907 0.3 0.4 1.2
H -0.13483 -0.22525 0.63894 0.4 0.2 0.4
H -0.66513 -0.34149 2.78179 -0.2 -1.5 1.1
H -1.87683 -1.75241 -1.70125 2.1 -0.5 0.3
H -0.75104 1.34592 3.18321 -0.2 -1.1 -1.6
```
Forces are in eV/Å.

=====

No. 4
Entry from the OMol25 dataset: a cluster of 2 separate species, C4H10NO in total (ωB97M-V/def2-TZVPD).

Computed properties:
highest occupied orbital energy = -14.6 eV
ΔE to the lowest compared entry with this formula, charge and spin = 48.6 kcal per mole
orbital gap = 9.48 eV
electronic energy = -7839.208 eV
net charge = +1

```
16
Properties=species:S:1:pos:R:3:forces:R:3
C -2.14280 0.31885 -0.48533 -0.7 -0.4 0.0
C -1.04286 -0.14092 0.43877 0.4 -2.2 -1.7
C -1.07429 -1.33082 1.05313 0.1 1.2 0.7
C 0.67884 0.05233 -1.23934 -0.5 1.1 0.3
N 0.34826 0.15265 -0.01552 -0.8 -0.6 0.7
H -3.04068 0.66830 0.02672 0.2 -0.1 0.2
H -1.86685 1.09612 -1.17766 0.3 0.4 -0.1
H -2.45163 -0.55251 -1.09088 0.0 0.4 0.2
H -0.14505 -1.73401 1.42344 0.0 -0.3 0.2
H -1.98716 -1.87724 1.23310 -0.1 0.1 0.1
H 1.64922 0.33168 -1.61385 0.4 -0.4 0.3
H -0.14405 -0.14970 -1.90323 0.0 0.0 -0.5
H 1.00564 0.14878 0.76269 0.6 0.8 -0.5
H 3.83373 0.55866 0.43638 0.5 -0.2 -0.6
H 3.20653 1.22607 1.55255 -0.2 0.6 0.7
O 3.17317 1.23175 0.59904 -0.4 -0.5 -0.1
```
Forces are in eV/Å.

=====

No. 5
Entry from the OMol25 dataset: the ion C4H10NO with charge +1 (ωB97M-V/def2-TZVPD).

Computed properties:
highest occupied orbital energy = -15.4 eV
ΔE to the lowest compared entry with this formula, charge and spin = 49.6 kcal per mole
orbital gap = 11.78 eV
electronic energy = -7839.166 eV
net charge = +1

```
16
Properties=species:S:1:pos:R:3:forces:R:3
C 1.98005 0.03424 -0.01405 -2.7 2.5 0.7
C -0.05445 -0.03112 0.38570 -3.2 -1.7 0.1
C -0.99476 -1.27661 0.42238 0.8 0.3 2.4
C -0.87644 1.24395 0.58624 -1.4 -0.2 -2.5
N 0.68189 0.07229 -0.92859 3.7 0.4 -0.9
O 1.11986 -0.20291 1.13645 0.9 1.1 -0.9
H 2.58693 -0.79222 -0.08634 1.5 -1.8 -0.9
H 2.49006 1.02876 -0.14906 -0.4 -1.0 0.7
H -1.90619 -1.07887 -0.06163 -1.0 0.4 -1.1
H -1.34940 -1.47356 1.48722 0.9 0.4 -1.1
H -0.55376 -2.19762 0.07068 0.3 -0.1 -0.2
H -0.30359 2.04219 0.99925 0.4 0.7 0.2
H -1.80886 1.09843 1.13281 0.5 -0.3 0.6
H -1.34957 1.52814 -0.45748 1.2 -0.3 1.8
H 0.64149 0.95483 -1.43251 -0.4 0.5 0.5
H 0.82357 -0.56651 -1.71408 -1.1 -1.1 0.6
```
Forces are in eV/Å.

=====

No. 6
Entry from the OMol25 dataset: the ion C4H10NO with charge +1 (ωB97M-V/def2-TZVPD).

Computed properties:
highest occupied orbital energy = -15.1 eV
ΔE to the lowest compared entry with this formula, charge and spin = 32.8 kcal per mole
orbital gap = 10.12 eV
electronic energy = -7839.896 eV
net charge = +1

```
16
Properties=species:S:1:pos:R:3:forces:R:3
C 0.41042 -1.15552 -0.71033 -0.1 0.0 0.9
C 0.00887 -0.13841 0.38286 -0.4 1.3 -2.5
C 1.14798 0.31898 1.20630 -1.5 3.4 0.0
C -0.59924 1.05004 -0.29861 -3.8 0.3 0.4
N -1.90936 1.23300 -0.44507 1.3 -1.3 -0.9
O -0.87676 -1.58057 -1.14643 0.6 0.8 1.7
H 1.04586 -0.77640 -1.50410 -0.2 0.6 -0.4
H 1.11108 -1.85687 -0.19398 -1.1 -0.3 -0.3
H 0.94889 1.37213 1.63994 0.7 -1.7 -0.6
H 1.98623 0.27844 0.59077 1.8 0.4 -0.6
H 1.21774 -0.34050 1.96985 0.7 -1.9 2.6
H -0.13775 1.95134 -0.59515 1.6 0.6 -0.3
H -0.78309 -0.62118 0.89066 -0.8 -0.5 0.9
H -2.51031 0.39458 -0.33078 0.3 0.8 0.1
H -0.83286 -2.10048 -1.90938 0.2 -1.4 -1.9
H -2.30924 2.03348 -1.00068 0.7 -1.1 1.0
```
Forces are in eV/Å.

=====

No. 7
Entry from the OMol25 dataset: a cluster of 2 separate species, C4H10NO in total (ωB97M-V/def2-TZVPD).

Computed properties:
highest occupied orbital energy = -14.2 eV
ΔE to the lowest compared entry with this formula, charge and spin = 33.6 kcal per mole
orbital gap = 9.19 eV
electronic energy = -7839.861 eV
net charge = +1

```
16
Properties=species:S:1:pos:R:3:forces:R:3
C -1.67628 1.93915 0.32784 -0.4 -0.1 0.0
C -0.62937 0.92352 0.03533 -0.2 0.9 -0.8
C -0.49573 -0.21336 0.69160 -1.2 -0.7 0.7
N 0.05258 -1.37958 0.12474 2.0 0.1 -0.3
C 0.09918 -2.54516 0.63552 -0.6 -0.6 0.1
H -2.36487 1.64809 1.11460 0.3 0.0 0.4
H -2.32216 1.92775 -0.56309 0.3 0.2 0.0
H -1.31721 2.95790 0.46827 0.1 -0.1 0.0
H -0.05093 1.14808 -0.85747 -0.1 -0.5 0.0
H -0.98370 -0.39876 1.64356 -0.1 0.0 -0.1
H 0.60460 -1.25479 -0.73112 -0.2 0.3 0.0
H -0.44822 -2.78567 1.53039 -0.1 0.3 0.4
H 0.58696 -3.38610 0.15887 0.2 0.4 -0.4
H 2.37053 1.28913 -0.52883 0.0 -0.3 0.1
H 2.36163 1.36790 -2.01307 -0.1 -0.3 -0.3
O 2.07463 0.78236 -1.29984 0.3 0.5 0.2
```
Forces are in eV/Å.

=====

No. 8
Entry from the OMol25 dataset: a structure of composition C4H10NO (ωB97M-V/def2-TZVPD).

Computed properties:
highest occupied orbital energy = -15.1 eV
ΔE to the lowest compared entry with this formula, charge and spin = 54.1 kcal per mole
orbital gap = 11.80 eV
electronic energy = -7838.969 eV
net charge = +1

```
16
Properties=species:S:1:pos:R:3:forces:R:3
C 0.71810 -1.08617 -0.77652 -1.2 -1.1 -1.6
C 1.50594 -1.44663 0.44938 -0.3 1.5 0.2
C -0.26299 -0.45068 0.29394 -0.8 -1.6 -1.9
C -1.33753 1.72207 -0.40790 0.1 1.7 -2.4
N -0.51544 1.03331 0.50029 3.1 -1.1 2.4
O 0.43754 -0.95863 1.35531 1.7 0.5 0.2
H 1.39022 -0.58025 -1.47597 -0.8 0.7 0.0
H 0.21268 -1.95351 -1.42121 1.0 1.8 1.8
H 1.69846 -2.41939 0.64832 0.4 -3.2 0.6
H 2.45875 -0.93097 0.47553 0.0 0.6 0.6
H -1.24577 -0.95256 0.29166 -0.1 0.8 -0.4
H -1.71690 2.68641 -0.03105 0.4 -0.5 -0.2
H -0.77071 1.81625 -1.37809 -0.6 0.3 1.0
H -2.11099 1.06245 -0.59785 -2.1 -0.9 -0.6
H -0.85652 0.94941 1.45793 -0.5 0.7 0.2
H 0.39517 1.50889 0.61623 -0.2 -0.3 -0.1
```
Forces are in eV/Å.

=====

No. 9
Entry from the OMol25 dataset: a cluster of 2 separate species, C4H10NO in total (ωB97M-V/def2-TZVPD).

Computed properties:
highest occupied orbital energy = -16.0 eV
ΔE to the lowest compared entry with this formula, charge and spin = 77.0 kcal per mole
orbital gap = 11.31 eV
electronic energy = -7837.977 eV
net charge = +1

```
16
Properties=species:S:1:pos:R:3:forces:R:3
C -0.70275 0.05458 -0.63068 0.3 -0.1 0.5
C 0.68832 0.28867 -0.13010 0.0 0.7 0.2
C 1.83620 -0.67441 -0.15912 1.0 -1.6 0.7
C 1.09056 1.76016 -0.04053 -3.2 -1.6 1.6
N -0.58055 -0.05111 0.61688 2.1 0.9 -4.2
O -2.85998 -1.13325 0.26862 -2.0 0.8 -2.1
H -1.50991 0.00002 -1.37848 0.6 -0.1 0.5
H 1.93060 -1.14178 0.89622 0.1 1.0 -1.5
H 2.76752 -0.05674 -0.40811 -1.2 -1.3 0.4
H 1.74720 -1.60561 -0.80971 0.0 1.5 0.4
H 1.66551 1.91682 0.86572 0.4 0.4 -0.3
H 0.08293 2.25235 0.00502 1.4 0.4 0.0
H 1.53699 1.86068 -0.96896 1.4 1.2 -1.5
H -1.10890 -0.37414 1.32632 -2.2 -1.1 3.2
H -3.69645 -1.22052 -0.29078 1.6 0.2 1.2
H -2.88730 -1.87569 0.83767 -0.2 -1.4 0.9
```
Forces are in eV/Å.

=====

No. 10
Entry from the OMol25 dataset: the ion C4H10NO with charge +1 (ωB97M-V/def2-TZVPD).

Computed properties:
highest occupied orbital energy = -15.1 eV
ΔE to the lowest compared entry with this formula, charge and spin = 16.1 kcal per mole
orbital gap = 11.12 eV
electronic energy = -7840.621 eV
net charge = +1

```
16
Properties=species:S:1:pos:R:3:forces:R:3
O 1.72093 -1.66453 -1.13097 0.2 -0.4 0.2
C 1.35213 -0.90332 -0.28652 -0.5 0.6 0.1
C 0.18510 0.04125 -0.59129 -0.1 0.0 0.9
C -0.72627 0.35065 0.60740 -0.2 -0.2 -0.4
C 0.02066 0.99510 1.74822 1.0 0.6 0.7
N -0.60036 -0.60911 -1.67708 -0.5 -0.3 -0.8
H 1.75664 -0.77882 0.73203 0.4 -0.3 -0.3
H 0.62329 0.97966 -0.92258 0.0 0.1 -0.4
H -1.18448 -0.58629 0.93449 -0.2 0.0 0.1
H -1.52050 1.01883 0.24867 0.1 -0.2 0.1
H 0.61060 0.29998 2.35767 -0.3 -0.1 -0.1
H 0.76430 1.72701 1.40714 -0.2 0.0 -0.2
H -0.60579 1.56222 2.44197 -0.2 -0.3 -0.2
H -1.52165 -0.90344 -1.34497 0.0 0.2 0.1
H -0.12633 -1.46742 -1.99603 0.5 0.0 0.1
H -0.74827 -0.06178 -2.52814 0.1 0.3 0.2
```
Forces are in eV/Å.

=====

No. 11
Entry from the OMol25 dataset: a cluster of 2 separate species, C4H10NO in total (ωB97M-V/def2-TZVPD).

Computed properties:
highest occupied orbital energy = -13.0 eV
ΔE to the lowest compared entry with this formula, charge and spin = 48.9 kcal per mole
orbital gap = 6.79 eV
electronic energy = -7839.196 eV
net charge = +1

```
16
Properties=species:S:1:pos:R:3:forces:R:3
C 0.81137 -1.99377 -1.24893 -0.1 0.1 -0.1
N 1.78659 -1.40477 -0.68419 -0.3 -0.5 0.5
H 0.64555 -3.05311 -1.08479 0.3 -0.1 -0.2
H 0.13841 -1.43780 -1.89141 -0.1 0.1 0.2
H 1.84985 -0.39275 -0.62241 0.2 0.1 -0.5
H 2.44496 -1.95324 -0.13342 0.0 0.2 0.1
O -1.09904 1.77048 2.83522 -0.4 0.3 0.4
C -0.55569 1.22713 1.93096 0.4 -0.4 -0.4
C -1.22861 0.59167 0.73741 0.2 0.1 -0.2
C -0.63368 1.18354 -0.53457 0.1 -0.1 -1.0
H 0.55583 1.16322 1.88937 0.1 0.0 0.1
H -2.30169 0.75193 0.79676 -0.1 0.0 0.0
H -1.03298 -0.48584 0.75912 -0.1 0.0 0.2
H -0.95688 2.20410 -0.72496 0.1 0.1 0.2
H -0.88856 0.64635 -1.45567 -0.4 -0.1 0.2
H 0.46457 1.18285 -0.56851 0.0 0.2 0.5
```
Forces are in eV/Å.

=====

No. 12
Entry from the OMol25 dataset: the ion C4H10NO with charge +1 (ωB97M-V/def2-TZVPD).

Computed properties:
<S²> = 2.0075
2S+1 = 3
highest occupied orbital energy (spin up / spin down) = -10.1 / -16.6 eV
ΔE to the lowest compared entry with this formula, charge and spin = 24.1 kcal per mole
orbital gap (spin up / spin down) = 6.36 / 9.03 eV
electronic energy = -7835.201 eV
net charge = +1

```
16
Properties=species:S:1:pos:R:3:forces:R:3
C 0.43200 -0.82003 -1.04176 -0.1 1.8 7.3
C 1.13600 -1.80721 -0.27800 -3.7 -3.0 0.3
C 0.10405 0.82948 1.23471 -1.8 -3.4 0.4
C -0.54407 0.15810 -0.05259 1.6 1.6 -0.8
N -1.07785 1.21400 -1.03568 -0.3 -0.1 -0.6
O 0.36864 -0.63961 -2.21148 -0.6 1.3 -7.1
H 1.85190 -1.50608 0.36907 2.2 1.2 2.2
H 0.26589 -2.35528 0.22177 1.3 0.4 0.5
H 1.48769 -2.59551 -0.86710 0.9 -0.9 -1.4
H 0.92427 1.45818 1.09700 2.1 0.1 -1.0
H 0.28813 -0.13297 1.86724 0.1 2.2 -0.6
H -0.48034 1.57040 1.81349 -1.0 -1.0 -0.4
H -1.32846 -0.53595 0.11759 -0.9 -0.3 0.7
H -0.84377 0.76882 -1.96931 0.3 1.6 0.6
H -0.74954 2.20424 -0.81501 -0.1 -1.7 -0.9
H -2.10209 1.25228 -1.10382 0.1 0.0 0.7
```
Forces are in eV/Å.

=====

No. 13
Entry from the OMol25 dataset: a cluster of 2 separate species, C4H10NO in total (ωB97M-V/def2-TZVPD).

Computed properties:
<S²> = 0.7571
2S+1 = 2
highest occupied orbital energy (spin up / spin down) = -17.1 / -17.1 eV
ΔE to the lowest compared entry with this formula, charge and spin = 34.4 kcal per mole
orbital gap (spin up / spin down) = 5.90 / 3.17 eV
electronic energy = -7825.650 eV
net charge = +2

```
16
Properties=species:S:1:pos:R:3:forces:R:3
C -1.46561 2.19655 0.17364 0.9 -0.6 1.0
C -1.41320 0.73776 0.21812 -0.4 1.4 0.0
C -0.51623 0.04925 1.05556 0.2 -1.5 -1.0
N -0.31127 -1.33420 0.79667 0.3 0.9 0.2
C 0.55728 -2.01112 1.47517 0.5 -0.2 0.6
H -0.75280 2.63996 0.87038 0.0 0.1 -0.2
H -2.45995 2.57425 0.46589 -0.3 -0.1 -0.5
H -1.23792 2.52010 -0.85523 -0.4 0.1 -0.1
H -2.09666 0.19381 -0.43322 0.1 -0.2 0.0
H 0.16383 0.47033 1.78834 -0.3 0.3 0.1
H -0.73868 -1.74590 -0.03465 -0.2 -0.2 0.0
H 1.06338 -1.52695 2.30652 0.0 0.1 0.0
H 0.83741 -3.04558 1.28594 -0.4 0.0 -0.4
H 3.30357 -0.14212 -3.04345 -0.5 0.2 0.1
H 2.21413 0.90100 -3.32406 0.0 0.5 -0.5
O 2.41162 0.14777 -2.78025 0.4 -0.7 0.5
```
Forces are in eV/Å.

=====

No. 14
Entry from the OMol25 dataset: the ion C4H10NO2 with charge -1 (ωB97M-V/def2-TZVPD).

Computed properties:
highest occupied orbital energy = -2.2 eV
ΔE to the lowest compared entry with this formula, charge and spin = 80.1 kcal per mole
orbital gap = 6.51 eV
electronic energy = -9893.970 eV
net charge = -1

```
17
Properties=species:S:1:pos:R:3:forces:R:3
C -0.70001 0.62009 0.81464 -2.0 -0.7 -0.6
C 0.19305 -0.07259 1.84266 1.2 1.9 -0.1
C 1.65716 0.30616 1.49410 0.5 -0.6 0.8
O 1.87792 0.55869 0.14262 -0.2 -0.4 -0.6
N -0.67730 -0.15574 -0.36868 1.8 -1.7 0.0
C -1.36645 -0.07486 -1.57669 -0.3 0.0 0.8
O -0.92496 -1.19729 -2.38892 0.1 0.2 0.3
H -1.71173 0.67046 1.28015 -0.2 0.3 -0.1
H -0.38742 1.64956 0.58598 0.2 0.4 0.7
H 0.01874 0.37411 2.82796 -0.2 -0.3 0.2
H 0.06582 -1.14664 1.87883 -0.3 -0.1 -0.3
H 2.01981 1.17077 2.07213 -0.5 0.3 -0.1
H 2.32336 -0.48654 1.89468 0.0 -0.2 -0.4
H 1.04719 0.20594 -0.35702 0.2 0.1 0.4
H -1.17473 0.86292 -2.13035 -0.3 -0.1 -0.4
H -2.45157 -0.28468 -1.45151 -0.3 0.7 -0.1
H -0.64315 -1.75193 -1.63544 0.2 0.0 -0.4
```
Forces are in eV/Å.